Computed, not measured: C4H7NO in the gas phase, with wB97M-V/def2-TZVPD.

```
13
C4H7NO, DFT wB97M-V/def2-TZVPD
C -1.831 -0.187 0.122
C -0.407 -0.487 -0.325
C 0.581 0.600 0.093
C 1.983 0.148 0.028
O 3.136 0.722 0.279
N 2.703 -0.845 -0.218
H -2.517 -0.982 -0.183
H -1.887 -0.104 1.212
H -2.196 0.752 -0.303
H -0.366 -0.608 -1.412
H 0.483 1.502 -0.518
H 0.399 0.927 1.121
H -0.080 -1.438 0.106
```

Computed properties:
- HOMO level: -9.71 eV
- LUMO level: 0.48 eV
- Orbital gap: 10.19 eV
- Total energy: -7795.8878 eV
- SMILES: CCCC1=NO1
- Relative energy (zero: lowest compared OMol25 entry of this formula, charge and spin): 3.757 eV

These are the Löwdin partial charges, in e, on atoms 1 to 4: -0.113 -0.260 -0.121 -0.541